Record 1
ORCA calculation (ωB97M-V with the def2-TZVPD basis set) on C39H56BCrFN11O4S3 as an isolated structure in a non-equilibrium geometry.

Geometry as ORCA input:
```
! wB97M-V def2-TZVPD RIJCOSX def2/J DEFGRID3
* xyz 2 4
Cr 1.463 0.770 -0.592
S 1.799 2.847 -1.935
S -0.703 2.040 0.309
S 2.625 1.554 1.344
F -4.706 -2.021 -0.135
O 3.648 -2.673 -0.156
O 1.592 0.093 -2.531
O 2.719 -0.665 -0.340
O 0.029 -0.593 -0.391
N -6.300 -6.468 1.341
N -0.043 4.781 -2.480
N 1.254 -0.338 -4.695
N 4.696 3.229 0.632
N 2.778 4.245 0.810
N -0.512 2.228 3.072
N 0.601 4.817 -0.398
N -4.720 -4.822 0.186
N -0.553 -0.133 -3.264
N 0.540 3.788 1.983
N 0.122 -4.644 0.082
C -4.864 -6.034 -0.604
C 0.752 4.006 3.325
C 5.905 1.600 2.043
C -7.031 -5.295 0.748
C -0.596 3.102 -4.213
C -3.523 -2.666 -0.067
C -0.337 5.814 -0.566
C 7.107 2.873 0.285
C 3.711 5.184 0.439
C 5.478 1.132 -0.410
C 4.901 4.561 0.331
C -3.531 -4.071 0.074
C 0.764 4.185 -1.563
C 0.193 -6.091 0.199
C -0.127 0.062 4.096
C 0.788 -0.112 -3.455
C 1.304 -2.568 -0.166
C -2.372 -1.949 -0.158
C -0.110 4.527 -3.960
C -1.210 0.992 3.551
C 5.790 2.190 0.643
C -5.429 -7.134 0.294
C -1.118 5.494 -4.576
C 1.252 -3.932 -0.027
C -0.222 2.695 1.831
C -2.189 1.408 4.649
C -0.735 5.800 -1.849
C 3.384 3.057 0.905
C 1.258 4.791 -4.581
C 0.107 3.045 4.005
C 1.248 -6.682 1.078
C -1.994 0.256 2.473
C -2.308 -4.711 0.125
C -1.108 -3.990 0.024
C -1.133 -2.600 -0.127
C 0.104 -1.847 -0.236
C 2.677 -1.946 -0.231
C -6.010 -4.192 0.450
C -0.189 -6.730 1.503
B 1.294 4.673 0.976
H 2.186 -4.476 0.001
H 6.146 2.375 2.771
H 1.721 -7.587 0.729
H 6.715 0.871 2.041
H -7.523 -5.680 -0.144
H -4.660 -7.678 0.840
H 7.378 3.659 0.990
H -2.514 -0.555 2.989
H -2.730 0.890 1.981
H -1.557 2.937 -3.724
H -2.413 -0.871 -0.256
H -1.699 1.847 5.516
H -2.117 5.371 -4.158
H -0.811 6.534 -4.478
H -6.059 -7.839 -0.245
H -0.048 -6.610 -0.721
H 0.584 -0.188 3.307
H -1.345 -0.161 1.710
H -2.264 -5.777 0.282
H 1.341 4.833 3.673
H -1.432 6.430 -2.359
H -6.393 -3.598 -0.383
H -2.916 2.123 4.266
H -5.695 -6.130 2.094
H 2.253 -0.382 -4.808
H -0.726 2.967 -5.286
H 0.118 2.369 -3.849
H 7.885 2.114 0.328
H 4.691 0.453 -0.097
H -5.522 -5.861 -1.463
H 0.667 -0.652 -5.446
H -6.950 -7.141 1.752
H 7.100 3.280 -0.726
H 4.993 1.092 2.345
H -7.791 -4.972 1.456
H -2.723 0.524 4.995
H -0.711 -7.676 1.469
H 2.014 4.105 -4.211
H 5.865 4.956 0.084
H 6.380 0.548 -0.599
H 1.323 5.782 1.453
H 5.185 1.610 -1.347
H -1.159 0.018 -4.053
H -5.914 -3.534 1.313
H -0.583 -0.857 4.466
H 0.426 0.516 4.917
H -0.478 -6.064 2.305
H -0.878 0.214 -2.371
H 3.449 6.216 0.307
H 1.578 5.813 -4.374
H 1.896 -6.009 1.618
H -1.175 5.270 -5.640
H -3.908 -6.358 -1.007
H 1.183 4.673 -5.662
H 0.031 2.878 5.061
H -0.622 6.455 0.245
*
```

Values from the calculation:
⟨S²⟩ = 3.82
HOMO-LUMO gap (spin up / spin down) = 6.30 / 6.58 eV
calculated total energy = -130249.3455 eV



Record 2
ORCA calculation (ωB97M-V with the def2-TZVPD basis set) on C2H6N4S as an isolated structure in a non-equilibrium geometry.

Geometry as ORCA input:
```
! wB97M-V def2-TZVPD RIJCOSX def2/J DEFGRID3
* xyz 0 1
S -3.320 -0.655 0.113
N 0.036 1.207 0.659
N -1.964 1.430 -0.458
N -2.060 0.279 -0.033
N -0.666 1.951 -0.166
C -0.353 -0.184 0.677
C 0.380 -0.903 -0.504
H -0.165 1.486 1.587
H 1.401 -0.762 -0.562
H -0.564 -0.691 1.547
H -0.017 -0.597 -1.446
H -0.105 2.124 -0.949
H 0.209 -2.028 -0.462
*
```

Values from the calculation:
energy relative to the best compared isomer or geometry (same formula, charge and spin) = 463.2 kJ/mol
HOMO-LUMO gap = 8.66 eV
calculated total energy = -18962.2443 eV



Record 3
ORCA calculation (ωB97M-V with the def2-TZVPD basis set) on C25H34N7O5Pt as an isolated structure in a non-equilibrium geometry.

Geometry as ORCA input:
```
! wB97M-V def2-TZVPD RIJCOSX def2/J DEFGRID3
* xyz 2 2
Pt 0.702 0.450 0.275
O 0.433 2.386 -0.160
O -3.789 0.820 -4.537
O 1.630 -0.389 2.207
O -1.979 -0.436 -3.860
O -0.384 4.386 -0.673
N 1.222 0.015 3.411
N -0.772 -0.940 0.002
N 1.856 -0.911 -0.362
N 3.862 0.352 -0.548
N -3.042 -1.261 -0.744
N 4.083 -1.733 0.104
N -2.595 0.425 0.610
C 1.416 1.493 5.240
C -3.055 -2.644 -1.232
C 5.475 -1.265 -0.019
C -0.159 -2.061 -0.705
C 3.302 1.663 -0.875
C 1.749 1.118 3.949
C -1.233 2.556 -1.907
C 3.879 -3.111 0.569
C -2.059 -0.625 -0.048
C -0.023 -0.395 5.369
C -4.353 -0.692 -0.394
C -2.292 3.314 -2.360
C -3.242 2.810 -3.259
C 5.322 0.177 -0.497
C 3.217 -0.769 -0.230
C -3.041 1.530 -3.685
C 1.191 -2.192 -0.103
C -1.021 1.276 -2.387
C -3.136 -0.457 -4.724
C -1.954 0.783 -3.273
C -0.337 3.208 -0.862
C 0.338 -0.729 4.076
C 0.533 0.719 5.965
C -3.983 0.647 0.215
C -1.938 1.452 1.398
H -2.932 -3.370 -0.426
H 5.967 -1.333 0.948
H -0.957 1.130 1.730
H -0.098 -1.859 -1.779
H -1.839 2.389 0.851
H -2.829 -0.567 -5.756
H 1.702 -3.032 -0.565
H -0.741 -1.014 5.891
H -0.672 -3.004 -0.556
H -4.081 3.397 -3.612
H -4.050 1.471 -0.498
H 2.434 1.656 3.310
H 4.832 -3.449 0.965
H -0.137 0.709 -2.130
H 4.131 2.358 -0.983
H -4.971 -0.599 -1.283
H -4.031 -2.811 -1.678
H 6.023 -1.883 -0.725
H -0.033 -1.587 3.534
H 2.672 2.056 -0.091
H 1.851 2.393 5.654
H 2.745 1.646 -1.812
H -2.526 1.633 2.298
H -4.868 -1.338 0.321
H 3.151 -3.163 1.370
H 3.601 -3.787 -0.234
H 5.747 0.330 -1.486
H 5.770 0.898 0.182
H -3.803 -1.257 -4.428
H -4.592 0.891 1.083
H -2.313 -2.813 -2.003
H 0.285 0.979 6.988
H -2.360 4.331 -1.992
H 1.100 -2.371 0.968
*
```

Values from the calculation:
energy relative to the best compared isomer or geometry (same formula, charge and spin) = 258.7 kJ/mol
⟨S²⟩ = 0.75
HOMO-LUMO gap (spin up / spin down) = 5.33 / 5.24 eV
calculated total energy = -50373.4446 eV



Record 4
ORCA calculation (ωB97M-V with the def2-TZVPD basis set) on C3H9N5 as an isolated structure in a non-equilibrium geometry.

Geometry as ORCA input:
```
! wB97M-V def2-TZVPD RIJCOSX def2/J DEFGRID3
* xyz 0 1
N -1.597 -0.350 -0.144
N 2.594 0.298 -0.307
N 0.042 1.280 0.143
N -1.794 -1.707 -0.045
N 0.642 -0.925 0.058
C -0.372 0.073 -0.038
C -1.052 2.272 0.054
C 1.872 -0.845 0.113
H -2.026 1.527 -0.489
H -1.045 2.308 1.274
H 2.288 -1.748 0.534
H -1.013 3.374 -0.429
H 0.997 1.407 -0.196
H -2.764 -1.788 -0.555
H -1.982 -2.186 0.915
H 0.135 -1.929 -0.115
H 3.521 -0.138 0.360
*
```

Values from the calculation:
energy relative to the best compared isomer or geometry (same formula, charge and spin) = 603.0 kJ/mol
HOMO-LUMO gap = 8.75 eV
calculated total energy = -10701.7990 eV



Record 5
ORCA calculation (ωB97M-V with the def2-TZVPD basis set) on one molecule with the formula C6H16N2O.

Geometry as ORCA input:
```
! wB97M-V def2-TZVPD RIJCOSX def2/J DEFGRID3
* xyz 0 1
O 1.965 1.771 -1.514
N -0.154 1.263 -1.678
N 0.103 -0.938 -0.068
C 0.553 -2.328 -0.035
C 0.678 2.491 0.402
C -0.902 -0.654 0.962
C 1.001 1.405 -0.624
C 1.243 -0.010 -0.004
C -2.206 -1.424 0.782
H 0.473 3.429 -0.118
H -0.504 0.301 -1.709
H -0.489 -0.845 1.969
H -0.159 2.246 1.060
H 2.052 -0.431 -0.599
H -2.598 -1.287 -0.228
H -1.125 0.412 0.919
H -2.953 -1.061 1.491
H 1.287 -2.492 -0.824
H -0.910 1.938 -1.603
H -0.282 -3.004 -0.215
H 1.566 2.644 1.015
H 0.818 1.564 -2.297
H -2.086 -2.494 0.957
H 1.615 0.105 1.027
H 1.016 -2.600 0.929
*
```

Values from the calculation:
SMILES string = CCN(C)C[C@](C)([NH3+])[O-]
energy relative to the best compared isomer or geometry (same formula, charge and spin) = 250.7 kJ/mol
HOMO-LUMO gap = 9.10 eV
calculated total energy = -11507.4565 eV



Record 6
ORCA calculation (ωB97M-V with the def2-TZVPD basis set) on one molecule with the formula C4H7NOS in a non-equilibrium geometry.

Geometry as ORCA input:
```
! wB97M-V def2-TZVPD RIJCOSX def2/J DEFGRID3
* xyz 0 1
S 0.061 -1.586 2.145
O -1.201 0.444 1.307
N 1.745 -1.110 -0.375
C 0.758 -1.339 -1.335
C 0.556 -0.330 -0.180
C -0.282 -0.463 1.080
C -1.398 1.648 0.605
H 0.744 -1.128 -2.385
H -1.752 1.400 -0.428
H 0.252 -2.295 -1.073
H 0.606 0.703 -0.409
H -2.185 2.303 1.132
H 2.556 -0.496 -0.711
H -0.460 2.250 0.625
*
```

Values from the calculation:
SMILES string = COC(=S)[C@@H]1CN1
energy relative to the best compared isomer or geometry (same formula, charge and spin) = 285.9 kJ/mol
HOMO-LUMO gap = 9.03 eV
calculated total energy = -18631.5864 eV



Record 7
ORCA calculation (ωB97M-V with the def2-TZVPD basis set) on a 2-piece molecular cluster, C5H10O overall in a non-equilibrium geometry.

Geometry as ORCA input:
```
! wB97M-V def2-TZVPD RIJCOSX def2/J DEFGRID3
* xyz 1 2
O -2.534 -0.337 0.956
C 1.677 -0.931 -1.237
C 0.770 1.252 -1.978
C -1.751 -0.027 2.037
C 1.876 0.253 -1.825
C -0.980 -0.930 2.750
H 1.194 2.229 -2.458
H -2.077 0.900 2.597
H -0.078 0.903 -2.592
H -0.972 -2.003 2.366
H -3.220 0.315 0.716
H 2.544 -1.597 -1.134
H 0.636 -1.188 -0.881
H 2.913 0.425 -1.906
H -0.379 -0.587 3.566
H 0.382 1.324 -0.978
*
```

Values from the calculation:
energy relative to the best compared isomer or geometry (same formula, charge and spin) = 180.8 kJ/mol
⟨S²⟩ = 0.76
HOMO-LUMO gap (spin up / spin down) = 7.13 / 3.02 eV
calculated total energy = -7382.8899 eV



Record 8
ORCA calculation (ωB97M-V with the def2-TZVPD basis set) on an isolated ion of composition C3H8NO2 and charge +1 in a non-equilibrium geometry.

Geometry as ORCA input:
```
! wB97M-V def2-TZVPD RIJCOSX def2/J DEFGRID3
* xyz 1 1
O -2.328 1.168 0.570
O -0.960 1.039 -1.162
N 1.291 -0.299 -1.041
C 0.910 -0.678 0.396
C -1.253 0.712 -0.023
C -0.362 -0.084 0.879
H 0.848 -1.763 0.232
H 0.848 0.604 -1.242
H 1.779 -0.612 1.120
H 0.888 -0.940 -1.756
H -0.939 -0.947 1.263
H 2.307 -0.357 -1.184
H -2.758 1.845 0.015
H -0.270 0.311 1.934
*
```

Values from the calculation:
SMILES string = [NH3+]CCC(=O)O
energy relative to the best compared isomer or geometry (same formula, charge and spin) = 81.0 kJ/mol
HOMO-LUMO gap = 11.79 eV
calculated total energy = -8819.1127 eV